This record from the OMol25 dataset describes a structure of composition C29H42As3N3Ti. The level of theory is ωB97M-V with the def2-TZVPD basis set.

Computed properties:
expectation value of S²: 2.028
total charge: 0
highest occupied orbital energy (alpha / beta): -4.83 / -7.89 eV
relative energy (zero: lowest compared OMol25 entry of this formula, charge and spin): 0.00 kcal per mole
2S+1: 3

Cartesian coordinates (Å):
1 Ti -0.36672 0.17639 -0.09274
2 C -1.03415 0.61536 4.05907
3 As 0.06354 0.07801 2.53738
4 C 0.54293 -1.72649 3.10462
5 C 1.76704 0.95518 2.92966
6 C 2.01872 1.62186 4.12375
7 C 3.25879 2.19655 4.36568
8 C 4.26803 2.09782 3.41992
9 C 4.02614 1.44001 2.22336
10 C 2.78012 0.87963 1.96554
11 As 2.38103 0.03521 0.24974
12 C 3.66843 -1.43180 0.22182
13 C 3.21173 1.31000 -0.97049
14 H -0.56851 0.34400 5.00576
15 H -1.98931 0.09742 3.97587
16 H -1.21980 1.68825 4.03218
17 H 1.14731 -1.69964 4.01013
18 H 1.08768 -2.21991 2.30053
19 H -0.37457 -2.28248 3.28430
20 H 1.24696 1.70521 4.87824
21 H 3.43653 2.72060 5.29582
22 H 5.23779 2.53880 3.61013
23 H 4.82030 1.37634 1.48839
24 H 4.67314 -1.04897 0.39836
25 H 3.63448 -1.93382 -0.74372
26 H 3.41595 -2.14656 1.00281
27 H 4.23888 1.53806 -0.69103
28 H 2.61739 2.22329 -0.95423
29 H 3.19528 0.89503 -1.97775
30 C -2.57639 -3.17032 -0.97190
31 C -2.55673 -2.06188 0.08797
32 C -3.83791 -1.22446 -0.02412
33 C -2.51046 -2.71434 1.47364
34 N -1.40783 -1.21795 -0.09198
35 H -3.44097 -3.82632 -0.84503
36 H -1.67010 -3.77578 -0.90126
37 H -2.62543 -2.73683 -1.97296
38 H -4.73428 -1.83986 0.09201
39 H -3.88240 -0.72730 -0.99472
40 H -3.84637 -0.44944 0.74503
41 H -3.36749 -3.37382 1.63219
42 H -2.52992 -1.94257 2.24747
43 H -1.59686 -3.30148 1.58158
44 N -4.66924 3.98353 2.44441
45 C -3.90830 3.77806 1.60408
46 C -2.96429 3.52114 0.56343
47 C -2.99091 4.25001 -0.67043
48 C -1.95684 3.95083 -1.56327
49 C -1.03144 2.98403 -1.27588
50 N -1.06980 2.19052 -0.12346
51 C -2.02314 2.55223 0.78078
52 H -3.73471 5.00507 -0.86546
53 H -1.86184 4.49526 -2.49472
54 H -0.20961 2.78390 -1.95270
55 H -2.03768 1.99459 1.71029
56 C 0.79209 0.84571 -4.13914
57 As -0.23653 -0.14476 -2.79745
58 C -2.00428 0.00803 -3.58517
59 C 0.29873 -1.98738 -3.23286
60 C 0.04433 -2.40418 -4.64490
61 C 1.00625 -2.21339 -5.63506
62 C 0.75496 -2.57015 -6.95158
63 C -0.46625 -3.12786 -7.30145
64 C -1.42970 -3.32996 -6.32367
65 C -1.17574 -2.97109 -5.00874
66 H 0.53865 0.52751 -5.15029
67 H 1.86055 0.69399 -3.98200
68 H 0.57369 1.90796 -4.03292
69 H -2.00948 -0.32071 -4.62366
70 H -2.30039 1.05550 -3.52318
71 H -2.70213 -0.58304 -2.99570
72 H -0.23797 -2.60824 -2.51633
73 H 1.36227 -2.04585 -2.98831
74 H 1.96656 -1.78579 -5.36900
75 H 1.51759 -2.41643 -7.70435
76 H -0.66272 -3.40896 -8.32767
77 H -2.38256 -3.77266 -6.58407
78 H -1.93124 -3.13826 -4.24963

Atomic forces in eV per Å
-0.27 -0.38 -0.29
0.03 -0.01 -0.03
-0.07 0.11 0.19
-0.04 0.00 0.01
0.11 -0.02 -0.04
0.03 0.02 0.04
-0.01 -0.01 -0.01
-0.01 0.00 0.01
0.02 0.00 0.02
-0.07 -0.04 0.02
-0.03 0.08 -0.09
-0.01 0.09 0.01
0.05 -0.05 0.03
0.02 -0.01 -0.02
0.00 0.01 -0.03
0.01 0.00 -0.01
0.00 0.03 0.00
0.00 0.00 0.01
0.01 -0.01 0.00
-0.01 -0.01 -0.01
0.00 0.00 0.00
0.00 0.00 -0.01
-0.01 -0.01 -0.01
-0.01 0.01 0.00
-0.03 0.02 -0.01
-0.03 0.01 -0.01
0.00 0.00 0.00
0.02 0.01 -0.01
-0.01 0.00 0.01
0.01 0.01 0.00
-0.12 -0.02 -0.05
-0.01 -0.01 0.00
-0.02 -0.01 0.01
0.33 0.24 0.16
-0.01 0.00 0.01
0.01 0.01 -0.01
0.00 0.02 -0.01
0.01 -0.01 0.01
0.00 0.00 0.00
0.01 0.00 0.00
-0.01 0.01 -0.02
0.02 0.00 0.00
0.00 0.00 0.00
0.00 0.00 0.00
-0.06 0.02 0.07
0.05 -0.02 0.11
0.14 -0.05 -0.15
-0.09 0.07 0.12
0.14 -0.03 -0.21
0.00 -0.24 0.07
-0.03 -0.01 -0.08
-0.01 0.01 0.01
0.00 0.01 0.00
-0.03 0.01 0.01
-0.03 0.00 -0.01
-0.02 -0.04 -0.02
0.06 0.28 0.18
0.01 0.00 -0.01
0.01 -0.02 0.04
0.01 0.00 -0.04
-0.01 0.00 0.01
0.00 0.00 0.00
0.01 0.00 -0.01
-0.01 0.00 0.00
0.00 0.00 0.01
-0.03 -0.02 0.02
-0.01 0.00 0.02
-0.01 0.00 -0.01
0.01 0.00 0.00
0.01 0.00 0.01
0.00 -0.02 -0.01
0.00 0.00 0.00
-0.01 0.00 0.00
0.00 0.00 0.01
0.00 0.00 -0.01
0.00 0.00 0.00
0.00 0.00 0.00
0.00 0.00 0.01